Entry 1:
C52H49Cl3N9O3PS2Zr | wB97M-V/def2-TZVPD

Calculated values
Electronic energy in eV: -144081.513
Gap between HOMO and LUMO in eV: 7.065
LUMO in eV: -0.6024

Geometry (Å):
Zr  -0.16  -0.72  -1.34
N  -1.05  3.02  1.41
C  -0.88  1.80  0.82
S  -1.49  1.61  -0.76
N  -0.26  0.90  1.55
N  -0.24  -0.34  1.00
C  0.16  -1.28  1.78
C  -0.16  -2.66  1.43
C  0.31  -3.75  2.15
C  -0.11  -5.01  1.79
C  -1.00  -5.15  0.74
C  -1.43  -4.00  0.08
N  -1.02  -2.78  0.41
H  -1.69  3.64  0.95
H  -1.03  3.06  2.42
H  0.59  -1.06  2.75
H  1.02  -3.60  2.95
H  0.26  -5.88  2.32
H  -1.36  -6.12  0.43
H  -2.13  -4.06  -0.74
O  1.58  -0.27  -2.26
C  2.07  0.66  -3.02
C  3.45  0.94  -3.00
C  3.98  1.96  -3.75
C  3.17  2.73  -4.59
C  1.83  2.45  -4.68
C  1.26  1.42  -3.91
C  -0.11  1.03  -4.11
N  -0.68  0.14  -3.37
N  -1.86  -0.38  -3.86
C  -2.13  -1.51  -3.28
O  -1.42  -2.00  -2.30
C  -3.28  -2.28  -3.80
C  -3.34  -3.65  -3.53
C  -4.44  -4.39  -3.95
C  -5.48  -3.77  -4.62
C  -5.40  -2.41  -4.91
C  -4.30  -1.67  -4.51
H  4.07  0.33  -2.35
H  5.04  2.16  -3.70
H  3.60  3.54  -5.17
H  1.19  3.02  -5.34
H  -0.64  1.41  -4.98
H  -2.52  -4.12  -3.01
H  -4.48  -5.45  -3.74
H  -6.34  -4.34  -4.93
H  -6.21  -1.93  -5.46
H  -4.22  -0.62  -4.74
Cl  -0.13  7.87  4.59
C  1.04  6.75  4.01
C  0.74  5.94  2.92
C  1.68  5.02  2.48
C  2.93  4.89  3.09
C  3.91  3.83  2.65
C  4.17  3.78  1.13
N  3.11  3.19  0.33
C  2.34  3.86  -0.60
C  1.44  2.96  -1.07
N  1.63  1.74  -0.46
C  2.64  1.92  0.36
O  3.65  2.48  3.08
C  2.43  2.08  3.68
C  2.19  2.58  5.08
C  3.13  2.61  6.07
Cl  4.74  2.04  5.97
S  2.54  3.29  7.54
C  0.98  3.50  6.85
C  0.94  3.08  5.56
C  3.21  5.75  4.16
Cl  4.74  5.76  4.96
C  2.27  6.66  4.63
H  -0.22  6.03  2.43
H  1.42  4.40  1.64
H  4.88  4.09  3.08
H  5.07  3.19  1.00
H  4.35  4.79  0.77
H  2.51  4.90  -0.83
H  0.68  3.11  -1.81
H  3.07  1.16  0.99
H  2.51  0.99  3.71
H  1.57  2.33  3.05
H  0.19  3.93  7.44
H  0.05  3.12  4.95
H  2.50  7.29  5.48
N  6.61  -8.39  -1.69
C  5.84  -7.54  -1.59
C  4.87  -6.50  -1.46
C  3.84  -6.60  -0.53
C  2.90  -5.60  -0.43
C  2.96  -4.47  -1.25
C  4.00  -4.38  -2.18
C  4.95  -5.37  -2.29
C  1.98  -3.43  -1.16
C  1.17  -2.53  -1.07
H  3.80  -7.47  0.11
H  2.10  -5.68  0.29
H  4.05  -3.50  -2.82
H  5.75  -5.29  -3.01
C  -6.08  -2.32  -0.11
C  -4.57  -2.40  -0.29
P  -3.60  -0.80  -0.43
C  -4.06  -0.01  1.19
C  -3.62  -0.83  2.41
C  -4.87  0.08  -1.50
C  -4.49  1.43  -2.10
H  -6.47  -3.31  0.14
H  -6.58  -2.01  -1.03
H  -6.37  -1.64  0.69
H  -4.34  -2.97  -1.19
H  -4.12  -2.94  0.55
H  -5.13  0.18  1.23
H  -3.56  0.96  1.21
H  -4.24  -1.72  2.53
H  -3.71  -0.23  3.32
H  -2.58  -1.15  2.30
H  -5.77  0.22  -0.90
H  -5.10  -0.61  -2.30
H  -4.32  2.18  -1.33
H  -5.29  1.79  -2.75
H  -3.59  1.35  -2.71



Entry 2:
C52H49ClF9NO8P2S2 | wB97M-V/def2-TZVPD

Calculated values
Electronic energy in eV: -149812.247
Gap between HOMO and LUMO in eV: 7.769
SMILES string: CS(=O)(=O)P(CC(=O)F)(C[SH](=O)=O)(ON=O)P(O)Cl.Fc1ccccc1.Fc1ccccc1.Fc1ccccc1.Fc1ccccc1.Fc1ccccc1.Fc1ccccc1.Fc1ccccc1.Fc1ccccc1
LUMO in eV: -0.9925

Geometry (Å):
C  -2.10  3.10  -0.51
S  -3.57  3.28  -1.49
O  -4.10  4.60  -1.24
O  -3.16  3.16  -2.88
P  -5.07  1.70  -1.00
C  -5.48  2.54  0.61
C  -6.47  3.67  0.49
O  -6.40  4.66  1.16
F  -7.42  3.53  -0.43
C  -3.74  0.39  -1.26
S  -2.96  -0.25  0.21
O  -3.43  0.40  1.40
O  -1.55  -0.30  0.05
O  -5.86  2.25  -2.36
N  -5.78  1.27  -3.47
O  -5.71  1.82  -4.46
P  -6.63  0.04  -0.87
O  -5.89  -1.18  -0.03
Cl  -8.10  0.65  0.46
H  -1.38  2.43  -0.95
H  -2.39  2.74  0.46
H  -1.66  4.08  -0.39
H  -5.75  1.85  1.40
H  -4.59  3.03  0.96
H  -4.20  -0.45  -1.76
H  -2.95  0.71  -1.93
H  -3.38  -1.54  0.28
H  -5.72  -0.94  0.89
F  -4.22  -3.48  1.38
C  -3.33  -4.50  1.30
C  -3.34  -5.31  0.18
C  -2.41  -6.34  0.10
C  -1.49  -6.53  1.13
C  -1.51  -5.71  2.24
C  -2.44  -4.68  2.33
H  -4.06  -5.14  -0.61
H  -2.39  -6.98  -0.77
H  -0.76  -7.33  1.05
H  -0.80  -5.86  3.04
H  -2.46  -4.02  3.18
F  -1.39  2.85  -9.75
C  -1.90  2.92  -8.50
C  -1.05  3.16  -7.44
C  -1.57  3.23  -6.16
C  -2.93  3.05  -5.95
C  -3.77  2.80  -7.03
C  -3.25  2.74  -8.32
H  0.01  3.29  -7.63
H  -0.91  3.42  -5.32
H  -3.31  3.10  -4.93
H  -4.82  2.66  -6.87
H  -3.89  2.56  -9.17
F  1.36  -4.50  0.37
C  1.97  -4.09  1.50
C  1.49  -2.97  2.14
C  2.12  -2.54  3.31
C  3.22  -3.23  3.79
C  3.69  -4.35  3.13
C  3.06  -4.79  1.97
H  0.64  -2.44  1.74
H  1.75  -1.67  3.83
H  3.71  -2.90  4.70
H  4.54  -4.88  3.51
H  3.41  -5.67  1.44
F  2.98  -0.16  2.10
C  3.50  -0.07  0.86
C  4.73  0.53  0.69
C  5.27  0.62  -0.58
C  4.58  0.11  -1.67
C  3.34  -0.50  -1.48
C  2.80  -0.59  -0.21
H  5.25  0.93  1.55
H  6.24  1.09  -0.73
H  5.00  0.18  -2.66
H  2.80  -0.89  -2.33
H  1.84  -1.07  -0.04
F  5.57  -5.32  5.39
C  6.52  -6.28  5.31
C  6.56  -7.09  4.20
C  7.54  -8.07  4.12
C  8.46  -8.22  5.15
C  8.40  -7.39  6.26
C  7.43  -6.40  6.34
H  5.83  -6.97  3.41
H  7.59  -8.72  3.25
H  9.22  -8.99  5.09
H  9.11  -7.51  7.07
H  7.37  -5.74  7.19
F  1.26  -0.17  -4.51
C  1.89  0.05  -5.68
C  1.30  0.86  -6.63
C  1.96  1.08  -7.83
C  3.19  0.50  -8.06
C  3.77  -0.31  -7.10
C  3.12  -0.53  -5.89
H  0.33  1.30  -6.43
H  1.51  1.72  -8.58
H  3.71  0.67  -9.00
H  4.74  -0.77  -7.28
H  3.56  -1.16  -5.12
F  -0.79  2.11  2.12
C  -0.78  1.87  3.44
C  0.16  2.51  4.22
C  0.18  2.27  5.59
C  -0.72  1.38  6.15
C  -1.65  0.74  5.35
C  -1.70  0.98  3.98
H  0.86  3.20  3.76
H  0.90  2.78  6.21
H  -0.70  1.19  7.21
H  -2.35  0.04  5.79
H  -2.41  0.49  3.35
F  -0.28  5.18  0.79
C  -0.42  6.37  1.41
C  -0.37  7.53  0.67
C  -0.52  8.75  1.31
C  -0.72  8.79  2.68
C  -0.76  7.61  3.42
C  -0.62  6.39  2.78
H  -0.21  7.47  -0.40
H  -0.49  9.66  0.74
H  -0.83  9.74  3.18
H  -0.91  7.65  4.49
H  -0.66  5.46  3.33



- electronic energy of number 1 (C52H49Cl3N9O3PS2Zr)?
  -144081.513 eV



- The highest gap between HOMO and LUMO belongs to which entry?
  C52H49ClF9NO8P2S2